Entry 1:
C41H68BN12O4P2S | ωB97M-V with the def2-TZVPD basis set

Properties
- M (g/mol) = 897.902
- charge = -1
- Kohn-Sham gap (Eh) = 0.235
- highest occupied orbital energy (eV) = -4.814

Element x y z (Å)
C (3.20457, -4.25902, 0.50247)
O (3.46876, -3.76682, 1.79714)
C (4.34699, -2.65519, 1.84015)
C (3.64895, -1.34739, 2.18697)
C (3.04106, -0.68468, 0.93134)
C (1.58605, -0.22866, 1.07691)
C (0.67390, -1.25089, 1.78807)
C (-0.64565, -1.46856, 1.02309)
C (-1.61160, -0.28692, 1.21804)
C (-2.46017, 0.03651, -0.02221)
C (-3.82764, 0.62630, 0.37753)
C (-4.81572, -0.47000, 0.72089)
C (-4.85184, -1.06252, 1.98555)
C (-5.73779, -2.10132, 2.28160)
C (-6.61374, -2.56757, 1.30149)
C (-7.54327, -3.72780, 1.60750)
C (-6.62305, -1.96503, 0.04556)
C (-5.73066, -0.92905, -0.22466)
O (-2.60414, -1.10782, -0.83931)
B (-2.54750, -0.72209, -2.24557)
N (-1.36204, -1.25478, -3.08953)
C (-0.60942, -2.14986, -2.60459)
C (0.90274, -2.00026, -2.70884)
C (-1.08743, -3.43025, -1.96312)
P (-4.12284, -1.03325, -3.41918)
S (-4.89845, -2.87163, -3.32777)
O (-2.36819, 0.76569, -2.19142)
C (-1.65511, 0.93352, -1.00651)
P (-1.52617, 2.74706, -0.70471)
N (-0.09883, 3.14452, -1.58946)
O (-0.98579, 2.95646, 0.84772)
H (2.90699, -3.48020, -0.20174)
H (2.37211, -4.95473, 0.57846)
H (4.05614, -4.79775, 0.07470)
H (5.08468, -2.85511, 2.62623)
H (4.93355, -2.54957, 0.92402)
H (2.93374, -1.47261, 2.98805)
H (4.43256, -0.69112, 2.57091)
H (3.14134, -1.29898, 0.03891)
H (3.63407, 0.20946, 0.72701)
H (1.49423, 0.74268, 1.56052)
H (1.18588, -0.10120, 0.06822)
H (0.40538, -0.84236, 2.76507)
H (1.14775, -2.22461, 1.91155)
H (-1.10819, -2.42058, 1.27233)
H (-0.38491, -1.49851, -0.03493)
H (-1.00891, 0.57849, 1.49733)
H (-2.22168, -0.52389, 2.08781)
H (-3.73620, 1.24564, 1.27303)
H (-4.23133, 1.19957, -0.45584)
H (-4.19606, -0.73564, 2.78204)
H (-5.70520, -2.54369, 3.26809)
H (-7.09194, -4.63722, 1.21072)
H (-8.51201, -3.55648, 1.14768)
H (-7.61858, -3.85838, 2.68452)
H (-7.29140, -2.28342, -0.74158)
H (-5.76019, -0.48317, -1.20911)
H (1.25975, -2.69530, -3.47753)
H (1.38950, -2.23854, -1.76508)
H (1.13194, -0.99967, -3.06066)
H (-0.30427, -3.78210, -1.28335)
H (-1.25524, -4.20158, -2.71020)
H (-1.96135, -3.26529, -1.33839)
H (-5.11523, -0.02960, -3.29099)
H (-3.64808, -0.86615, -4.73386)
H (-0.69677, 0.39119, -1.07535)
H (0.62921, 2.48719, -1.29331)
H (-0.33503, 2.81513, -2.52892)
H (-1.65075, 2.62891, 1.46231)
C (-0.59893, 6.40035, -5.11902)
C (-0.46314, 5.05157, -5.65072)
N (-0.36172, 3.99237, -6.07844)
H (-0.82898, 6.36795, -4.06072)
H (0.33715, 6.93931, -5.26663)
H (-1.39631, 6.91942, -5.63920)
C (2.81137, 4.23267, -3.93782)
C (2.83657, 5.60536, -4.42251)
N (2.85118, 6.69098, -4.79235)
H (2.46270, 3.56474, -4.72394)
H (3.81014, 3.93622, -3.62566)
H (2.13588, 4.15918, -3.08576)
C (2.02160, -3.10997, 6.21308)
C (2.30812, -1.78417, 5.68044)
N (2.53434, -0.74242, 5.25948)
H (1.59832, -3.73918, 5.43180)
H (2.93552, -3.57239, 6.58274)
H (1.30895, -3.03114, 7.03170)
C (4.64417, 7.82072, -1.22929)
C (4.82090, 6.39815, -1.48286)
N (4.95123, 5.28221, -1.70479)
H (4.23775, 7.96752, -0.23046)
H (5.59784, 8.33687, -1.30352)
H (3.95414, 8.23498, -1.96335)
C (-2.00807, -7.21965, -2.37088)
C (-0.81171, -7.38884, -1.55437)
N (0.12677, -7.52501, -0.91106)
H (-2.34479, -8.18836, -2.73515)
H (-2.79996, -6.76393, -1.77955)
H (-1.78937, -6.57533, -3.21964)
C (-4.67546, 5.16773, -3.08137)
C (-3.79608, 6.24910, -3.51699)
N (-3.14554, 7.12190, -3.87987)
H (-5.60954, 5.58790, -2.72168)
H (-4.88413, 4.50285, -3.91164)
H (-4.19982, 4.59947, -2.28193)
C (4.24436, 11.10656, 1.33292)
C (5.44044, 10.68250, 0.61530)
N (6.37950, 10.34969, 0.04984)
H (4.03574, 10.41292, 2.14506)
H (4.39513, 12.10237, 1.74436)
H (3.39414, 11.12646, 0.65386)
C (6.40708, -3.74551, 5.25994)
C (5.76034, -4.58132, 6.26272)
N (5.24812, -5.23830, 7.05066)
H (7.46092, -4.00702, 5.18680)
H (5.93142, -3.89991, 4.29339)
H (6.31622, -2.69713, 5.53818)
C (-7.21708, 1.53138, -4.77684)
C (-7.26840, 2.82544, -4.11170)
N (-7.30460, 3.81952, -3.54234)
H (-6.47494, 0.90762, -4.28390)
H (-8.18587, 1.03878, -4.72516)
H (-6.93945, 1.65954, -5.82129)
C (7.22318, -8.25060, 7.52565)
C (8.58468, -8.65418, 7.85701)
N (9.65472, -8.97000, 8.11796)
H (6.96207, -8.61061, 6.53257)
H (6.52659, -8.66826, 8.24924)
H (7.13997, -7.16602, 7.54225)


Entry 2:
C41H68BN22O3 | ωB97M-V with the def2-TZVPD basis set

Properties
- M (g/mol) = 927.958
- charge = +1
- Kohn-Sham gap (Eh) = 0.286
- highest occupied orbital energy (eV) = -11.651

Element x y z (Å)
C (1.45394, 5.07775, -1.21705)
C (2.12648, 4.12384, -1.91706)
N (2.01814, 2.74003, -1.60972)
C (0.95187, 1.95734, -1.89355)
C (-0.31921, 2.40730, -2.52999)
C (-1.51145, 1.60235, -1.96741)
O (-2.06864, 0.85214, -3.04247)
C (-2.57840, 2.46565, -1.27552)
N (-3.14453, 1.82951, -0.08314)
N (1.19103, 0.72206, -1.51022)
C (2.40419, 0.71014, -0.93860)
N (2.95798, -0.35293, -0.41349)
N (4.22455, -0.33972, 0.17185)
C (5.04037, -1.46182, -0.31007)
C (5.10784, -1.41131, -1.83582)
N (2.97273, 1.94627, -0.96640)
B (4.26100, 2.56016, -0.48268)
O (4.54769, 2.60300, 0.84522)
O (5.14689, 3.12904, -1.33240)
H (0.73376, 5.70997, -1.72879)
H (1.64921, 5.26802, -0.16446)
H (2.77326, 4.39164, -2.75066)
H (-0.27247, 2.34760, -3.61540)
H (-0.44980, 3.44598, -2.23305)
H (-1.17590, 0.87482, -1.22612)
H (-3.03038, 0.90143, -2.95574)
H (-2.18691, 3.44661, -0.99660)
H (-3.39388, 2.64892, -1.98615)
H (-2.94222, 2.34252, 0.76391)
H (-2.78095, 0.89708, 0.06304)
H (2.43389, -1.22504, -0.45982)
H (4.09202, -0.35789, 1.18204)
H (6.03798, -1.31400, 0.10042)
H (4.62646, -2.41198, 0.01135)
H (5.96554, -1.96954, -2.19910)
H (4.20672, -1.87895, -2.23704)
H (5.11638, -0.38409, -2.18632)
H (3.72804, 2.59030, 1.35570)
H (4.88147, 3.07726, -2.25723)
C (-6.29750, -1.06791, -2.49185)
C (-5.55951, -0.05572, -3.23136)
N (-4.99767, 0.75362, -3.82219)
H (-5.72106, -1.38155, -1.62343)
H (-7.24980, -0.65192, -2.16554)
H (-6.48149, -1.92778, -3.13286)
C (2.18162, -4.36509, 1.91160)
C (2.47826, -3.91206, 0.56207)
N (2.71281, -3.54843, -0.50338)
H (1.15142, -4.10759, 2.15767)
H (2.30779, -5.44410, 1.98451)
H (2.85522, -3.87670, 2.61508)
C (-0.53627, -1.27456, 2.99416)
C (-0.59042, -2.40288, 3.91591)
N (-0.61846, -3.29739, 4.63567)
H (-0.93228, -1.57830, 2.02517)
H (-1.12653, -0.44583, 3.37616)
H (0.49602, -0.94639, 2.87420)
C (8.13500, 2.87394, -3.95460)
C (7.29379, 1.69150, -3.80501)
N (6.64918, 0.74813, -3.68761)
H (9.07018, 2.59960, -4.43836)
H (7.62549, 3.61737, -4.56475)
H (8.35060, 3.29842, -2.97585)
C (5.71480, 2.08246, 4.12314)
C (4.78469, 1.12975, 3.54328)
N (4.04774, 0.37860, 3.08481)
H (6.70001, 1.62848, 4.21594)
H (5.77682, 2.95945, 3.48591)
H (5.36493, 2.38469, 5.10809)
C (0.20649, -2.02831, 7.67848)
C (1.13983, -1.25455, 8.48986)
N (1.88127, -0.64544, 9.11978)
H (0.07445, -3.02079, 8.10365)
H (-0.75907, -1.52732, 7.64385)
H (0.59064, -2.12885, 6.66665)
C (1.96402, -6.41681, -2.32716)
C (1.73360, -7.07190, -1.04948)
N (1.55981, -7.51106, -0.00248)
H (2.65842, -5.59504, -2.16544)
H (2.39272, -7.10367, -3.05027)
H (1.02621, -6.02421, -2.71802)
C (5.33865, 6.24744, 1.37652)
C (4.88317, 5.57622, 2.58807)
N (4.52447, 5.04472, 3.54067)
H (6.01262, 7.06105, 1.63718)
H (5.86283, 5.53593, 0.73996)
H (4.48589, 6.65413, 0.83597)
C (-1.72262, -6.82927, 1.09573)
C (-1.36599, -5.41434, 1.14202)
N (-1.08596, -4.30017, 1.17155)
H (-2.25256, -7.11133, 2.00353)
H (-2.35999, -7.02535, 0.23491)
H (-0.81496, -7.42571, 1.00926)
C (4.45452, -10.50753, -2.46757)
C (4.56392, -9.06369, -2.29870)
N (4.65050, -7.92814, -2.15533)
H (3.92010, -10.93541, -1.62162)
H (3.91232, -10.73230, -3.38388)
H (5.44801, -10.94766, -2.52356)
C (-2.10001, 2.18318, 5.77492)
C (-1.76998, 1.94077, 4.37637)
N (-1.51568, 1.74931, 3.27225)
H (-2.92847, 1.54509, 6.07620)
H (-1.23488, 1.96710, 6.39957)
H (-2.39011, 3.22231, 5.91427)
C (-5.60660, -6.58997, -1.13263)
C (-4.85733, -7.83553, -1.25489)
N (-4.26070, -8.81167, -1.34509)
H (-5.79192, -6.37239, -0.08244)
H (-5.03745, -5.77304, -1.57245)
H (-6.55919, -6.68099, -1.65069)
C (-6.08650, 4.01977, -0.06059)
C (-6.89016, 4.06075, 1.15499)
N (-7.50913, 4.09302, 2.12071)
H (-6.32226, 4.87610, -0.69007)
H (-5.03107, 4.04304, 0.20182)
H (-6.29166, 3.10399, -0.61175)
C (-7.61441, 2.55962, -5.88739)
C (-8.25231, 2.07574, -4.66870)
N (-8.73535, 1.68920, -3.70141)
H (-8.23451, 2.33244, -6.75180)
H (-7.47111, 3.63700, -5.82698)
H (-6.64635, 2.07532, -6.00620)
C (-4.66363, 6.36409, 6.03764)
C (-4.63819, 5.20616, 6.92413)
N (-4.61888, 4.30053, 7.62930)
H (-5.06734, 6.07688, 5.06830)
H (-5.29174, 7.14153, 6.46757)
H (-3.65522, 6.75246, 5.90796)
C (-3.90240, 3.68531, -5.55765)
C (-4.19893, 3.67471, -6.98507)
N (-4.46522, 3.65764, -8.10126)
H (-4.62013, 3.05596, -5.03378)
H (-2.90249, 3.29295, -5.38071)
H (-3.96330, 4.70278, -5.17423)


Entry 3:
C41H68FNO8 | ωB97M-V with the def2-TZVPD basis set

Properties
- M (g/mol) = 721.992
- SMILES = CCOCCCCCc1ccc(C[C@H](C)F)c2c1C(=O)C=C(CN)C2=O.C1CCOC1.C1CCOC1.C1CCOC1.C1CCOC1.C1CCOC1
- Kohn-Sham gap (Eh) = 0.301
- highest occupied orbital energy (eV) = -9.043

Element x y z (Å)
C (-5.63020, 5.65545, -7.79270)
C (-4.62765, 5.14716, -6.65790)
O (-4.51382, 3.73239, -6.64773)
C (-3.91511, 3.25676, -5.42188)
C (-4.24799, 1.70310, -5.32359)
C (-4.70004, 1.24537, -3.87561)
C (-3.64366, 0.27097, -3.16140)
C (-2.81150, 1.10101, -2.09584)
C (-2.32903, 0.24364, -0.87106)
C (-3.13769, -0.86970, -0.31601)
C (-2.63668, -1.65840, 0.79642)
C (-1.32506, -1.40551, 1.43204)
C (-0.89706, -2.35762, 2.58483)
C (-2.04864, -2.31800, 3.68676)
C (-1.51142, -2.44479, 5.15348)
F (-2.97209, -3.40254, 3.48423)
C (-0.54244, -0.29120, 0.93055)
C (-1.04294, 0.52075, -0.21007)
C (-0.12739, 1.69203, -0.68020)
O (-0.53689, 2.71984, -1.18132)
C (1.40761, 1.55372, -0.45277)
C (1.84334, 0.79819, 0.59823)
C (3.40465, 0.72217, 0.81379)
N (4.05961, -0.11744, -0.22447)
C (0.81642, 0.09114, 1.54810)
O (1.15106, -0.07103, 2.70382)
H (-5.13753, 6.46993, -8.39321)
H (-5.94672, 4.80648, -8.45800)
H (-6.53057, 6.14317, -7.32261)
H (-3.64101, 5.65123, -6.88938)
H (-5.01403, 5.58514, -5.69516)
H (-2.81074, 3.45007, -5.51778)
H (-4.34552, 3.81653, -4.54816)
H (-3.42018, 1.09798, -5.76939)
H (-5.13917, 1.56777, -6.00204)
H (-5.68830, 0.72053, -3.96804)
H (-4.80759, 2.18680, -3.26475)
H (-4.12131, -0.65199, -2.75393)
H (-2.92297, -0.00856, -3.98252)
H (-3.43921, 1.92640, -1.64981)
H (-1.93521, 1.53574, -2.65050)
H (-4.12705, -1.11176, -0.75732)
H (-3.27913, -2.49076, 1.18274)
H (0.07729, -2.10746, 3.06123)
H (-0.90256, -3.42362, 2.21239)
H (-2.65811, -1.38141, 3.60542)
H (-1.37937, -3.49487, 5.51109)
H (-0.52024, -1.91893, 5.23331)
H (-2.19726, -1.91071, 5.86787)
H (2.08326, 2.10112, -1.14673)
H (3.67984, 0.40314, 1.85637)
H (3.77986, 1.77149, 0.63396)
H (3.58734, -0.01376, -1.12566)
H (3.94081, -1.08228, 0.09109)
C (4.91522, -1.47285, 5.15026)
C (5.83983, -2.49280, 4.51416)
C (6.04952, -1.90625, 3.12959)
O (5.95570, -0.48254, 3.26338)
C (5.43361, -0.17291, 4.56414)
H (4.93107, -1.48436, 6.24040)
H (3.88610, -1.64771, 4.82124)
H (6.78977, -2.52105, 5.05562)
H (5.43063, -3.50341, 4.49105)
H (5.26476, -2.23179, 2.43686)
H (7.01964, -2.17006, 2.70457)
H (6.25336, 0.23452, 5.16597)
H (4.65457, 0.58768, 4.47570)
C (-3.30892, -6.80660, -0.71837)
C (-2.86369, -6.12715, -1.99965)
C (-3.92784, -5.05905, -2.17402)
O (-4.36252, -4.68837, -0.85976)
C (-3.84773, -5.63622, 0.08492)
H (-2.51069, -7.34351, -0.20495)
H (-4.11409, -7.51525, -0.93368)
H (-1.88516, -5.65977, -1.85100)
H (-2.79286, -6.80124, -2.85411)
H (-4.79551, -5.44784, -2.71836)
H (-3.55481, -4.17638, -2.69847)
H (-3.04980, -5.14533, 0.65381)
H (-4.63850, -5.92934, 0.77763)
C (8.34414, 3.53464, 5.09714)
C (9.03549, 3.49319, 6.44722)
C (8.74467, 2.07458, 6.90525)
O (8.65134, 1.26961, 5.72331)
C (8.58851, 2.12970, 4.57746)
H (8.72702, 4.30760, 4.43031)
H (7.27150, 3.70174, 5.23404)
H (10.11293, 3.63044, 6.31665)
H (8.67847, 4.24851, 7.14796)
H (7.78470, 2.01499, 7.42993)
H (9.52319, 1.67634, 7.55882)
H (9.54815, 2.06144, 4.05386)
H (7.79969, 1.78770, 3.90466)
C (-0.98544, -3.78373, -6.50766)
C (-0.26782, -4.21736, -5.24422)
C (-0.76204, -3.19542, -4.23647)
O (-2.08454, -2.81803, -4.64243)
C (-2.32487, -3.32110, -5.96375)
H (-1.07892, -4.57360, -7.25338)
H (-0.45664, -2.94238, -6.96519)
H (-0.59935, -5.21910, -4.95430)
H (0.81837, -4.23208, -5.33799)
H (-0.13820, -2.29508, -4.24440)
H (-0.79058, -3.58963, -3.21831)
H (-3.02959, -4.15614, -5.88246)
H (-2.78011, -2.54020, -6.57564)
C (-0.94609, 4.54261, 2.87384)
C (-0.93258, 4.60927, 1.35834)
C (-2.40325, 4.44725, 1.02305)
O (-3.14049, 5.01345, 2.11595)
C (-2.24410, 5.25677, 3.20694)
H (-0.07494, 5.00192, 3.34237)
H (-0.99896, 3.49894, 3.19925)
H (-0.58095, 5.59332, 1.03371)
H (-0.30552, 3.85377, 0.89181)
H (-2.67853, 3.38960, 0.94269)
H (-2.68015, 4.94974, 0.09457)
H (-2.09310, 6.33937, 3.28324)
H (-2.69309, 4.90208, 4.13674)